--- one ---
This record from OMol25 describes a cluster of 9 separate species, C53H119N5O9 in total. The level of theory is ωB97M-V with the def2-TZVPD basis set.

Geometry as XYZ:
```
186
C53H119N5O9 (ωB97M-V with the def2-TZVPD basis set)
C -1.97 -3.52 6.33
C -2.57 -4.38 5.19
C -2.93 -5.80 5.74
C -3.88 -3.67 4.75
C -4.55 -4.31 3.53
C -3.54 -4.26 2.35
C -2.12 -4.73 2.64
C -2.19 -6.27 2.50
C -1.14 -4.13 1.55
N -1.65 -4.40 4.00
O -0.46 -5.01 4.36
H -2.62 -3.38 7.20
H -1.02 -3.97 6.61
H -1.82 -2.53 5.89
H -2.22 -6.11 6.51
H -3.91 -5.94 6.20
H -2.98 -6.62 5.02
H -4.60 -3.55 5.56
H -3.58 -2.68 4.42
H -4.77 -5.34 3.83
H -5.44 -3.77 3.22
H -3.55 -3.28 1.87
H -3.91 -4.89 1.53
H -3.13 -6.69 2.85
H -1.35 -6.75 3.00
H -2.27 -6.56 1.45
H -1.63 -4.06 0.58
H -0.18 -4.66 1.50
H -0.84 -3.12 1.81
H -0.66 -5.95 4.38
C -1.80 -0.69 -5.04
C -1.33 -2.19 -4.88
C -1.03 -2.75 -6.29
C 0.02 -2.17 -4.08
C -0.16 -1.96 -2.58
C -0.93 -3.17 -2.05
C -2.34 -3.24 -2.71
C -2.92 -4.64 -2.41
C -3.21 -2.22 -1.95
N -2.36 -3.01 -4.17
O -3.59 -3.13 -4.78
H -2.66 -0.71 -5.71
H -2.12 -0.17 -4.14
H -1.03 -0.15 -5.59
H -0.12 -2.31 -6.70
H -0.86 -3.82 -6.17
H -1.87 -2.61 -6.96
H 0.45 -3.14 -4.29
H 0.70 -1.36 -4.37
H 0.82 -1.85 -2.11
H -0.60 -1.00 -2.34
H -1.02 -3.05 -0.97
H -0.35 -4.10 -2.08
H -2.88 -4.91 -1.36
H -2.42 -5.45 -2.95
H -3.96 -4.69 -2.73
H -2.86 -1.19 -1.89
H -3.41 -2.54 -0.93
H -4.22 -2.35 -2.33
H -3.53 -3.91 -5.33
C 5.65 1.81 0.54
C 5.83 3.25 1.03
C 4.92 3.54 2.27
C 7.24 3.48 1.57
C 8.31 3.52 0.53
C 8.01 4.70 -0.38
C 6.58 4.56 -1.06
C 6.14 5.87 -1.69
C 6.66 3.63 -2.26
N 5.53 4.20 -0.09
O 4.22 4.16 -0.52
H 5.66 1.12 1.38
H 4.68 1.76 0.04
H 6.47 1.47 -0.09
H 3.89 3.34 2.00
H 5.31 3.02 3.15
H 5.01 4.60 2.50
H 7.27 4.38 2.18
H 7.48 2.68 2.27
H 9.28 3.72 0.98
H 8.34 2.56 0.02
H 8.82 4.57 -1.09
H 8.09 5.68 0.09
H 5.13 5.84 -2.12
H 6.87 6.25 -2.40
H 5.99 6.51 -0.82
H 6.91 2.66 -1.85
H 7.39 3.88 -3.03
H 5.64 3.45 -2.62
H 4.21 3.28 -0.91
C -3.56 -0.08 1.34
C -4.54 0.95 2.08
C -3.77 1.87 3.10
C -5.17 2.02 1.14
C -6.29 1.51 0.27
C -7.42 0.99 1.20
C -6.96 -0.12 2.20
C -8.00 -0.15 3.29
C -7.01 -1.52 1.45
N -5.63 0.24 2.81
O -5.12 -0.61 3.85
H -4.17 -0.71 0.68
H -2.77 0.45 0.81
H -3.03 -0.78 1.98
H -2.95 1.32 3.56
H -3.31 2.75 2.63
H -4.41 2.15 3.93
H -5.54 2.91 1.66
H -4.42 2.41 0.46
H -6.67 2.28 -0.40
H -6.02 0.71 -0.42
H -8.16 0.58 0.51
H -8.03 1.81 1.58
H -7.59 -0.76 4.09
H -8.96 -0.49 2.90
H -8.12 0.86 3.68
H -6.42 -1.51 0.53
H -7.98 -1.79 1.04
H -6.66 -2.33 2.08
H -5.43 -0.16 4.64
C 0.78 1.97 -3.47
C 1.30 3.38 -3.70
C 0.88 4.14 -2.42
C 2.84 3.42 -3.88
C 3.40 2.75 -5.20
C 2.77 3.38 -6.40
C 1.19 3.64 -6.31
C 0.86 4.86 -7.27
C 0.50 2.39 -6.77
N 0.77 4.01 -4.94
O -0.53 4.40 -4.88
H 1.38 1.19 -3.93
H 0.77 1.72 -2.41
H -0.27 1.84 -3.72
H -0.14 4.03 -2.07
H 1.56 3.94 -1.59
H 0.95 5.20 -2.65
H 3.04 4.48 -4.05
H 3.36 3.18 -2.95
H 4.48 2.87 -5.28
H 3.10 1.71 -5.10
H 2.94 2.63 -7.18
H 3.35 4.29 -6.54
H -0.19 4.94 -7.55
H 1.47 4.81 -8.18
H 1.04 5.83 -6.81
H -0.58 2.34 -6.73
H 0.68 1.55 -6.10
H 0.67 2.18 -7.82
H -1.07 3.69 -5.21
C 2.71 -1.34 4.52
C 1.75 -2.28 3.83
O 0.49 -2.28 4.50
H 2.76 -1.35 5.61
H 2.30 -0.37 4.23
H 3.68 -1.34 4.03
H 2.20 -3.25 3.66
H 1.42 -1.86 2.88
H 0.06 -3.12 4.34
C 2.18 -3.18 0.45
C 3.33 -2.32 -0.09
O 3.81 -1.64 1.05
H 2.46 -3.77 1.32
H 1.88 -3.99 -0.21
H 1.26 -2.60 0.53
H 3.17 -1.61 -0.91
H 4.14 -2.93 -0.50
H 3.23 -0.88 1.17
C 2.84 2.51 4.79
C 1.79 3.34 4.11
O 0.97 2.50 3.29
H 2.31 1.71 5.32
H 3.54 3.02 5.44
H 3.41 2.01 4.01
H 2.21 4.05 3.40
H 1.22 3.97 4.79
H 0.46 1.90 3.83
C 0.11 0.13 0.83
C 1.50 0.66 0.40
O 2.43 0.72 1.52
H -0.57 0.43 0.04
H -0.19 0.62 1.76
H 0.18 -0.96 0.88
H 1.33 1.67 0.02
H 1.82 0.16 -0.52
H 2.11 1.44 2.07
```

Highest occupied orbital energy (eV): -8.0
Kohn-Sham gap (eV): 8.51
SMILES: CC1(C)CCCC(C)(C)N1O.CC1(C)CCCC(C)(C)N1O.CC1(C)CCCC(C)(C)N1O.CC1(C)CCCC(C)(C)N1O.CC1(C)CCCC(C)(C)N1O.CCO.CCO.CCO.CCO
E_LUMO (eV): 0.50

***

--- two ---
This record from OMol25 describes a cluster of 9 separate species, C53H119N5O9 in total. The level of theory is ωB97M-V with the def2-TZVPD basis set.

Geometry as XYZ:
```
186
C53H119N5O9 (ωB97M-V with the def2-TZVPD basis set)
C -9.23 -4.02 5.36
C -8.41 -3.87 4.02
C -8.46 -5.22 3.30
C -9.11 -2.78 3.15
C -8.70 -1.31 3.54
C -7.21 -1.18 3.66
C -6.54 -2.16 4.66
C -5.01 -1.99 4.46
C -6.90 -1.81 6.12
N -6.99 -3.54 4.34
O -6.27 -4.58 4.98
H -9.54 -3.02 5.67
H -10.24 -4.44 5.34
H -8.75 -4.47 6.23
H -8.26 -5.96 4.08
H -9.43 -5.50 2.89
H -7.67 -5.37 2.56
H -8.90 -2.83 2.09
H -10.17 -2.88 3.37
H -9.12 -0.63 2.80
H -9.19 -1.02 4.47
H -6.93 -0.17 3.98
H -6.74 -1.31 2.69
H -4.59 -2.23 3.48
H -4.46 -2.51 5.24
H -4.82 -0.94 4.67
H -6.60 -2.58 6.84
H -7.95 -1.60 6.29
H -6.34 -0.97 6.53
H -6.46 -4.48 5.92
C -5.33 -6.46 -4.40
C -5.28 -4.92 -4.54
C -4.24 -4.41 -3.55
C -4.90 -4.58 -6.04
C -4.94 -3.10 -6.41
C -6.39 -2.73 -6.16
C -6.94 -2.91 -4.75
C -6.40 -1.74 -3.80
C -8.50 -2.73 -4.91
N -6.58 -4.26 -4.35
O -7.27 -4.71 -3.21
H -5.94 -6.82 -5.23
H -4.33 -6.87 -4.54
H -5.76 -6.84 -3.47
H -3.29 -4.95 -3.55
H -3.95 -3.44 -3.97
H -4.53 -4.26 -2.51
H -3.90 -4.94 -6.31
H -5.51 -5.14 -6.74
H -4.23 -2.51 -5.83
H -4.70 -3.05 -7.47
H -7.05 -3.10 -6.94
H -6.47 -1.65 -6.33
H -7.03 -0.86 -3.85
H -5.35 -1.52 -3.97
H -6.51 -2.15 -2.80
H -8.84 -1.77 -5.28
H -8.99 -2.85 -3.94
H -8.96 -3.50 -5.53
H -6.84 -4.46 -2.40
C 2.90 -6.30 2.68
C 2.12 -7.55 3.24
C 1.78 -7.28 4.70
C 0.84 -7.59 2.39
C 0.02 -8.86 2.44
C 0.85 -10.08 2.21
C 2.14 -10.16 3.03
C 1.84 -10.71 4.47
C 3.05 -11.12 2.15
N 2.90 -8.84 2.99
O 4.14 -8.86 3.69
H 2.42 -5.35 2.93
H 3.91 -6.35 3.07
H 2.94 -6.45 1.60
H 1.51 -6.26 4.99
H 1.02 -8.02 4.95
H 2.67 -7.56 5.26
H 0.28 -6.68 2.61
H 1.10 -7.39 1.35
H -0.52 -8.83 3.39
H -0.71 -8.85 1.63
H 1.01 -10.30 1.15
H 0.28 -10.93 2.58
H 0.89 -10.33 4.87
H 2.61 -10.36 5.15
H 1.74 -11.79 4.52
H 3.99 -11.29 2.68
H 3.26 -10.65 1.19
H 2.63 -12.12 2.12
H 4.76 -8.68 2.97
C 9.93 1.94 4.30
C 8.49 1.79 4.96
C 7.61 1.13 3.97
C 8.60 0.82 6.18
C 7.39 0.74 7.15
C 7.01 2.20 7.56
C 6.86 3.20 6.38
C 5.44 3.01 5.78
C 6.97 4.62 6.97
N 7.93 3.08 5.39
O 7.81 3.98 4.34
H 9.93 2.64 3.46
H 10.62 2.32 5.06
H 10.32 1.00 3.91
H 6.70 0.73 4.42
H 7.34 1.75 3.12
H 8.08 0.22 3.59
H 8.54 -0.17 5.72
H 9.57 0.83 6.69
H 6.61 0.19 6.63
H 7.73 0.22 8.05
H 7.80 2.54 8.24
H 6.15 2.07 8.22
H 5.22 1.97 5.53
H 5.26 3.57 4.86
H 4.65 3.21 6.50
H 6.57 4.68 7.99
H 6.44 5.35 6.35
H 8.01 4.89 7.15
H 8.62 4.43 4.59
C 5.41 10.08 -9.48
C 5.16 8.64 -8.96
C 4.36 7.92 -10.10
C 6.44 7.74 -8.70
C 7.13 7.98 -7.34
C 6.19 7.90 -6.13
C 4.97 8.85 -6.32
C 3.96 8.40 -5.24
C 5.46 10.27 -6.07
N 4.38 8.59 -7.70
O 3.08 9.19 -7.87
H 6.15 10.70 -8.96
H 5.50 10.19 -10.56
H 4.48 10.59 -9.26
H 3.62 8.54 -10.61
H 5.13 7.72 -10.84
H 3.91 6.93 -9.97
H 6.27 6.66 -8.69
H 7.19 8.08 -9.42
H 7.90 7.22 -7.21
H 7.66 8.94 -7.38
H 6.71 8.00 -5.18
H 5.91 6.85 -6.09
H 4.22 8.69 -4.22
H 3.79 7.33 -5.18
H 2.95 8.77 -5.38
H 4.68 10.99 -6.29
H 6.45 10.43 -6.51
H 5.81 10.46 -5.06
H 2.52 8.46 -7.60
C 1.33 1.82 -7.08
C 0.77 1.27 -5.78
O -0.43 1.93 -5.55
H 0.60 1.67 -7.88
H 2.27 1.30 -7.27
H 1.56 2.88 -7.10
H 1.59 1.36 -5.07
H 0.55 0.20 -5.81
H -0.66 1.67 -4.65
C 1.43 1.97 0.26
C 0.51 0.74 -0.03
O -0.69 1.22 -0.37
H 2.33 1.58 0.74
H 1.01 2.66 0.99
H 1.70 2.53 -0.63
H 0.47 0.17 0.90
H 0.77 0.03 -0.82
H -0.72 1.93 0.27
C -1.73 3.73 5.96
C -2.30 4.65 4.90
O -2.64 3.99 3.77
H -0.97 3.04 5.60
H -2.53 3.21 6.48
H -1.37 4.42 6.73
H -1.50 5.35 4.65
H -3.11 5.20 5.39
H -3.25 4.54 3.27
C -3.34 8.38 -2.80
C -3.12 7.24 -1.76
O -4.31 6.83 -1.11
H -2.40 8.72 -3.25
H -3.70 9.23 -2.24
H -3.98 8.14 -3.65
H -2.46 7.60 -0.98
H -2.65 6.34 -2.15
H -5.05 6.54 -1.65
```

Highest occupied orbital energy (eV): -8.1
Kohn-Sham gap (eV): 8.32
SMILES: CC1(C)CCCC(C)(C)N1O.CC1(C)CCCC(C)(C)N1O.CC1(C)CCCC(C)(C)N1O.CC1(C)CCCC(C)(C)N1O.CC1(C)CCCC(C)(C)N1O.CCO.CCO.CCO.CCO
E_LUMO (eV): 0.22

***

If you had to name the least stable structure above, which would it be? It would be two.